# 1
DFT (ωB97M-V with the def2-TZVPD basis set) results for a cluster of 2 separate species, C14H23N2O11 in total at a distorted geometry.

The geometry in XYZ format:
```
50
Properties=species:S:1:pos:R:3:mulliken_charge:R:1
O -4.76 1.00 4.21 -0.6618
O -0.11 -0.52 -0.46 -0.8373
O 5.09 -0.98 -5.41 -0.5690
O -3.73 -2.62 3.03 -0.7267
O -0.84 1.11 -1.70 -0.8398
O 6.41 0.85 -5.33 -0.4510
O 1.13 0.28 -3.08 -0.6311
O 3.25 0.39 -3.77 -0.3127
O 2.20 0.41 -0.19 -0.6860
O 6.53 -0.14 -2.12 -0.6115
O 4.78 -0.57 0.01 -0.6373
C -3.55 0.83 4.21 0.6874
C -0.96 0.36 -0.71 0.5908
C 5.42 0.06 -4.86 0.1247
C -4.31 -1.71 2.43 -0.0785
N -5.57 -1.90 2.03 -0.0823
N -2.90 0.21 3.23 -0.0763
C -2.70 1.35 5.34 -1.2180
C -6.42 -0.97 1.31 -0.7919
C 2.42 0.71 -2.64 -0.1494
C -2.08 0.62 0.29 -0.4907
C 4.67 0.52 -3.60 0.3948
C 2.88 -0.04 -1.37 0.4437
C 5.14 -0.31 -2.39 -0.1314
C 4.38 0.16 -1.15 -0.1625
C -2.55 -0.68 0.97 -0.8998
C -3.57 -0.40 2.08 0.3790
H 6.74 0.38 -6.11 0.3512
H 0.41 0.58 -2.45 0.5226
H 1.25 0.07 -0.24 0.4131
H 6.69 -0.47 -1.21 0.3884
H 4.07 -0.45 0.67 0.4148
H -5.95 -2.80 2.29 0.2678
H -1.90 0.09 3.30 0.3408
H -2.09 0.54 5.73 0.3318
H -3.35 1.73 6.13 0.3320
H -2.06 2.15 4.97 0.2972
H -5.97 -0.71 0.35 0.2576
H -6.56 -0.06 1.90 0.2622
H -7.40 -1.42 1.13 0.3282
H 2.42 1.79 -2.45 0.2743
H -2.93 1.08 -0.21 0.2636
H -1.71 1.32 1.05 0.2685
H 4.92 1.57 -3.42 0.4156
H 2.68 -1.11 -1.51 0.1096
H 4.91 -1.36 -2.57 0.2588
H 4.57 1.23 -0.99 0.2020
H -1.70 -1.21 1.40 0.2699
H -3.00 -1.31 0.21 0.3921
H -4.29 0.32 1.69 0.4628
```

Summary:
M: 395.3 g/mol
charge: -1

# 2
DFT (ωB97M-V with the def2-TZVPD basis set) results for a cluster of 2 separate species, C14H23N3OS in total at a distorted geometry.

The geometry in XYZ format:
```
42
Properties=species:S:1:pos:R:3:mulliken_charge:R:1
C 3.41 4.41 -1.96 -1.6900
H 2.40 4.43 -2.62 0.2794
H 3.68 5.31 -1.91 0.5164
H 4.09 3.88 -2.55 0.4087
C 2.87 3.97 -0.71 1.1896
C 2.59 2.52 -0.85 -0.2824
N 1.47 2.13 -0.58 -0.4749
N 1.10 0.78 -1.14 -0.2322
C 2.19 0.16 -1.54 0.4724
N 2.25 -1.17 -1.77 -0.1704
C 1.47 -2.29 -2.01 0.2585
O 1.74 -3.24 -2.47 -0.3511
C -0.20 -1.69 -1.42 -1.5445
C -0.08 -2.02 0.07 -1.2211
H 0.09 -2.88 0.31 1.1559
C -1.41 -1.57 0.72 0.7298
C -2.59 -2.63 0.47 -0.7133
C -3.85 -2.33 0.97 -0.3188
C -3.90 -2.26 2.32 -1.0744
C -2.72 -1.07 2.75 -0.7012
C -1.48 -1.31 2.05 -0.4729
H -0.54 -0.60 2.38 0.1040
H -1.00 -2.37 2.60 0.1995
H -2.59 -0.92 3.86 0.3268
H -3.25 -0.15 1.97 0.2118
H -4.87 -1.94 2.79 0.2815
H -3.59 -2.93 2.99 0.5051
H -4.58 -3.31 0.57 0.2153
H -4.17 -1.42 0.48 0.2373
H -2.61 -2.88 -0.66 0.2182
H -2.17 -3.72 0.68 0.3383
H -1.92 -0.60 0.06 0.0830
H 0.59 -1.27 0.51 0.2947
H -0.77 -2.46 -1.85 0.5075
H -0.31 -0.76 -1.73 0.6667
H 3.30 -1.67 -2.17 0.2875
S 3.52 1.18 -1.64 -0.3020
C 2.16 4.55 0.24 -1.0394
H 1.12 4.67 -0.56 0.2599
H 2.55 5.60 0.19 0.2485
H 1.76 4.14 1.19 0.3298
H 4.23 3.73 0.01 0.2624
```

Summary:
M: 281.4 g/mol

# 3
DFT (ωB97M-V with the def2-TZVPD basis set) results for a cluster of 2 separate species, C14H23N6O4P in total at a distorted geometry.

The geometry in XYZ format:
```
48
Properties=species:S:1:pos:R:3:mulliken_charge:R:1
H 3.61 0.73 2.86 0.2128
N 3.74 1.30 2.03 -0.7020
C 3.69 0.59 0.98 0.4894
N 3.45 -0.83 0.98 -0.5655
N 3.82 1.17 -0.31 -0.3763
C 2.43 1.48 -0.80 -0.4949
C 2.51 2.49 -1.95 -0.8580
C 1.18 3.18 -2.32 -0.7044
C 0.35 3.69 -1.14 -0.9154
C -0.54 2.63 -0.51 0.5734
C -1.17 2.94 0.74 -0.6710
N -1.93 2.14 1.43 -0.6414
C -2.07 0.92 0.82 0.3290
C -2.83 -0.06 1.47 -0.1730
C -3.02 -1.30 0.96 0.1520
O -3.74 -2.22 1.68 -0.5791
C -2.46 -1.61 -0.32 0.0451
P -2.71 -3.25 -1.12 0.7914
N -2.82 -2.97 -2.65 -0.7792
O -4.06 -3.94 -0.58 -0.4476
O -1.41 -4.19 -0.87 -0.5393
C -1.73 -0.67 -0.96 -0.2102
C -1.49 0.61 -0.41 -0.1388
N -0.70 1.48 -1.11 -0.1654
H 2.46 -0.97 0.77 0.2420
H 3.68 -1.24 1.88 0.2898
H 4.26 0.49 -0.92 0.3292
H 1.91 1.86 0.08 0.4186
H 1.99 0.54 -1.16 0.3262
H 3.31 3.21 -1.76 0.3729
H 2.84 1.92 -2.83 0.2379
H 0.56 2.58 -2.99 0.4008
H 1.45 4.07 -2.91 0.3774
H 1.01 4.05 -0.33 0.4315
H -0.28 4.52 -1.47 0.4939
H -1.00 3.94 1.15 0.3966
H -3.28 0.18 2.43 0.4587
H -3.12 -2.76 2.18 0.3543
H -3.73 -3.30 -2.95 0.2050
H -4.07 -4.84 -0.95 0.3509
H -0.64 -3.63 -0.70 0.3914
H -1.31 -0.93 -1.93 0.3589
C 0.39 -2.40 2.61 -0.6073
O 0.57 -2.47 1.20 -0.5331
H 1.19 -2.95 3.09 0.2897
H 0.42 -1.36 2.94 0.2949
H -0.57 -2.84 2.89 0.2340
H -0.15 -1.98 0.79 0.2537
```

Summary:
M: 370.4 g/mol
structure (SMILES): [H]/N=C(\N)NCCCCc1cnc2cc(O)c(P(=N)(O)O)cc2n1.CO

# 4
DFT (ωB97M-V with the def2-TZVPD basis set) results for the molecule C14H23NO2.

The geometry in XYZ format:
```
40
Properties=species:S:1:pos:R:3:mulliken_charge:R:1
C 4.26 1.53 -1.45 -1.2608
C 4.44 0.27 -0.67 0.7657
C 5.64 -0.42 -0.66 -0.5318
C 5.79 -1.59 0.07 -0.6644
C 4.73 -2.07 0.81 -0.6398
C 3.52 -1.40 0.82 -0.6403
C 3.36 -0.23 0.08 0.7804
O 2.22 0.50 0.02 -0.3403
C 1.10 0.09 0.78 -0.8201
C -0.03 1.08 0.51 -0.4535
C -1.25 0.78 1.39 -0.6686
C -2.43 1.70 1.08 -0.8565
C -3.18 1.27 -0.18 -0.8906
N -3.70 -0.07 -0.03 -0.0765
C -4.44 -0.55 -1.18 -0.5520
C -5.15 -1.86 -0.83 -0.6301
O -6.15 -1.68 0.14 -0.5080
H 5.18 1.80 -1.98 0.3889
H 3.46 1.41 -2.18 0.2811
H 3.98 2.35 -0.79 0.2805
H 6.47 -0.04 -1.24 0.3369
H 6.73 -2.12 0.06 0.3717
H 4.83 -2.98 1.39 0.3683
H 2.70 -1.79 1.40 0.3663
H 1.36 0.09 1.85 0.4463
H 0.79 -0.92 0.49 0.4072
H 0.33 2.09 0.71 0.2661
H -0.30 1.02 -0.54 0.2304
H -0.96 0.90 2.44 0.4291
H -1.57 -0.25 1.23 0.4138
H -3.13 1.67 1.92 0.3531
H -2.09 2.73 0.97 0.4005
H -2.50 1.27 -1.04 0.3801
H -3.98 2.01 -0.39 0.4250
H -4.30 -0.12 0.79 0.2463
H -3.74 -0.72 -2.00 0.3198
H -5.20 0.19 -1.53 0.3248
H -4.43 -2.55 -0.38 0.2984
H -5.56 -2.31 -1.74 0.3406
H -6.81 -1.07 -0.21 0.3120
```

Summary:
M: 237.3 g/mol
relative energy (zero: lowest compared OMol25 entry of this formula, charge and spin): 0.056 eV
structure (SMILES): Cc1ccccc1OCCCCCNCCO

# 5
DFT (ωB97M-V with the def2-TZVPD basis set) results for the molecule C14H23NO4.

The geometry in XYZ format:
```
42
Properties=species:S:1:pos:R:3:mulliken_charge:R:1
C 3.60 3.55 -0.15 -0.8899
O 2.89 2.35 -0.36 -0.3663
C 3.52 1.17 -0.12 0.1590
C 4.82 1.04 0.34 -0.5992
C 5.34 -0.23 0.55 -0.5361
C 4.59 -1.36 0.30 -0.8224
C 3.28 -1.23 -0.17 0.5620
O 2.62 -2.41 -0.40 -0.4117
C 1.28 -2.39 -0.82 -0.6572
C 0.31 -2.08 0.33 -0.3097
O -0.96 -1.86 -0.22 -0.2147
C -1.95 -1.57 0.74 -0.4121
C -3.27 -1.28 0.02 -1.1715
N -3.45 0.07 -0.49 0.1670
C -2.39 0.49 -1.39 -1.3094
C -3.76 1.06 0.54 -0.4210
C -5.26 1.01 0.85 -0.5260
O -6.02 1.11 -0.32 -0.5588
C 2.75 0.03 -0.38 0.0425
H 3.90 3.66 0.89 0.3567
H 4.48 3.60 -0.79 0.3652
H 2.91 4.35 -0.41 0.2354
H 5.43 1.90 0.55 0.3992
H 6.35 -0.33 0.91 0.3587
H 4.98 -2.35 0.46 0.4313
H 1.12 -1.66 -1.62 0.3642
H 1.08 -3.39 -1.21 0.3204
H 0.65 -1.19 0.89 0.3719
H 0.28 -2.93 1.04 0.2278
H -2.08 -2.43 1.41 0.4311
H -1.64 -0.71 1.35 0.3482
H -3.34 -1.96 -0.84 0.4774
H -4.10 -1.49 0.70 0.2832
H -1.45 0.71 -0.88 0.4296
H -2.21 -0.31 -2.11 0.3297
H -2.72 1.38 -1.92 0.3758
H -3.53 2.05 0.13 0.4146
H -3.18 0.93 1.47 0.2568
H -5.54 1.84 1.49 0.3817
H -5.51 0.07 1.38 0.2314
H -5.55 0.58 -0.99 0.3919
H 1.75 0.19 -0.74 0.4933
```

Summary:
M: 269.3 g/mol
relative energy (zero: lowest compared OMol25 entry of this formula, charge and spin): 3.170 eV
structure (SMILES): COc1cccc(OCCOCCN(C)CCO)c1

# 6
DFT (ωB97M-V with the def2-TZVPD basis set) results for the molecule C14H24BNO2 at a distorted geometry.

The geometry in XYZ format:
```
42
Properties=species:S:1:pos:R:3:mulliken_charge:R:1
C -1.81 1.32 2.85 -2.1717
C -2.12 -0.06 2.21 2.1834
C -3.54 -0.63 2.39 -1.6860
C -1.05 -1.15 2.48 -0.1834
C 0.39 -0.55 2.59 -1.5812
C 0.69 0.39 1.35 0.0588
O 1.87 -0.08 0.62 -0.5981
B 1.43 -0.05 -0.71 0.6942
C 2.42 -0.26 -1.93 0.2985
C 2.12 0.80 -2.97 -0.3482
C 2.26 0.15 -4.36 -0.7281
C 2.65 -1.31 -4.05 -0.6027
N 2.36 -1.50 -2.57 -0.5961
O 0.03 0.04 -0.90 -0.5646
C -0.49 0.59 0.31 1.0736
C -0.66 2.08 0.15 -1.9857
C -1.70 -0.16 0.70 -0.8043
C -1.27 -1.66 1.05 -1.0820
H -2.25 2.14 2.30 0.3923
H -0.74 1.61 3.02 0.3565
H -2.16 1.38 3.86 0.5408
H -3.57 -1.70 2.61 0.3499
H -4.20 -0.50 1.45 0.2705
H -4.07 -0.08 3.12 0.4903
H -1.47 -1.75 3.29 0.5659
H 0.56 -0.08 3.53 0.3499
H 1.14 -1.35 2.54 0.5458
H 1.06 1.39 1.77 0.2115
H 3.41 -0.09 -1.41 0.0939
H 1.08 1.20 -2.74 0.0346
H 2.85 1.66 -2.76 0.3281
H 2.95 0.64 -5.02 0.3202
H 1.32 0.21 -4.92 0.3063
H 3.73 -1.44 -4.09 0.2591
H 2.20 -2.16 -4.60 0.3711
H 1.43 -1.86 -2.52 0.3312
H -1.38 2.35 -0.57 0.4038
H 0.23 2.49 -0.29 0.4837
H -0.86 2.61 1.07 0.4422
H -2.41 -0.11 -0.15 0.5585
H -0.46 -2.04 0.44 0.3444
H -2.00 -2.49 0.88 0.2729
```

Summary:
M: 249.2 g/mol
relative energy (zero: lowest compared OMol25 entry of this formula, charge and spin): 0.000 eV
structure (SMILES): CC1(C)[C@@H]2C[C@H]3OB([C@@H]4CCCN4)O[C@@]3(C)[C@H]1C2

# 7
DFT (ωB97M-V with the def2-TZVPD basis set) results for a structure of composition C14H24BaN4O5 at a distorted geometry.

The geometry in XYZ format:
```
48
Properties=species:S:1:pos:R:3:mulliken_charge:R:1
O 1.26 2.27 -0.90 -0.5199
H 2.24 2.57 -1.43 0.1651
Ba -0.60 0.31 -0.54 1.6380
N -0.88 -0.49 -3.25 0.3962
N 0.78 -1.73 -1.86 0.1222
O -1.89 0.07 -3.86 -0.7758
O 1.43 -2.69 -1.01 -0.5871
C -0.14 -1.36 -3.96 0.1673
C 0.85 -2.03 -3.15 0.5482
C -0.34 -1.66 -5.40 -1.4163
C 1.80 -3.05 -3.70 -1.8819
H -1.20 -1.11 -5.78 0.3138
H -0.50 -2.73 -5.56 0.3170
H 0.55 -1.37 -5.99 0.3200
H 1.52 -4.08 -3.41 0.4091
H 2.84 -2.85 -3.40 0.4949
H 1.78 -3.03 -4.80 0.3033
H -2.46 0.78 -2.63 0.3884
H 2.01 -3.19 -1.64 0.3508
O -0.67 -2.29 0.54 -0.5763
H -1.32 -2.85 0.99 0.2198
H -0.01 -2.85 0.08 0.3132
C 3.20 3.34 -1.68 -1.1887
H 2.82 4.37 -1.67 0.1867
H 3.61 3.09 -2.67 0.2644
H 3.95 3.21 -0.90 0.2731
O -2.56 1.13 -1.65 -0.6536
H 1.00 3.08 -0.43 0.1045
H -3.35 1.69 -1.61 0.2123
N 0.97 -0.51 2.09 -0.2759
C 0.53 0.15 3.23 0.4858
C 1.38 0.48 4.29 -0.7399
C 0.85 1.09 5.44 -0.6266
C -0.50 1.39 5.54 -0.8691
C -1.39 1.15 4.46 0.7359
C -2.76 1.48 4.48 -0.5515
C -3.53 1.26 3.34 -0.6681
C -2.92 0.72 2.20 -0.3098
N -1.62 0.39 2.15 -0.1083
C -0.86 0.55 3.27 0.3901
H 1.96 -0.76 2.12 0.1652
H 0.39 -1.29 1.75 0.2619
H 2.44 0.23 4.22 0.3184
H 1.52 1.31 6.27 0.3667
H -0.91 1.84 6.45 0.3419
H -3.19 1.91 5.39 0.4009
H -4.59 1.50 3.31 0.3710
H -3.50 0.55 1.28 0.4031
```

Summary:
M: 465.7 g/mol
relative energy (zero: lowest compared OMol25 entry of this formula, charge and spin): 0.000 eV

# 8
DFT (ωB97M-V with the def2-TZVPD basis set) results for a cluster of 2 separate species, C14H24Br2N2O2PS in total at a distorted geometry.

The geometry in XYZ format:
```
46
Properties=species:S:1:pos:R:3:mulliken_charge:R:1
C -0.16 -2.97 1.62 -0.7140
C 0.78 -3.21 0.30 -0.5769
C 0.61 -2.05 -0.87 -0.0639
C 1.36 -0.64 -0.44 -0.7982
C 0.44 0.38 0.46 0.6193
C -1.16 0.51 -0.01 -0.2931
C -2.22 1.52 0.78 0.2058
C -3.79 1.63 0.28 -0.5339
C -4.45 0.14 0.04 -0.1271
N -4.45 -0.73 1.12 -0.5079
C -1.57 2.38 2.03 -0.7759
C 0.04 2.18 2.40 0.4167
P 0.67 3.31 3.86 0.0723
S -0.77 4.26 4.77 -0.3207
N 0.97 1.22 1.64 0.2341
C 2.43 1.05 1.98 -0.4579
O 3.19 1.82 0.94 -0.1346
O 4.38 1.29 0.76 -0.4100
H 0.48 -2.65 2.57 0.2003
H -0.64 -4.03 1.89 0.2858
H -1.02 -2.19 1.49 0.1465
H 1.90 -3.30 0.65 0.2363
H 0.47 -4.25 -0.16 0.3749
H 1.22 -2.46 -1.81 0.0498
H -0.49 -1.92 -1.24 0.2248
H 1.63 -0.06 -1.45 0.2388
H 2.39 -0.94 0.03 0.2663
H -1.61 -0.08 -0.93 0.1860
H -3.79 2.15 -0.79 0.2604
H -4.46 2.30 0.98 0.3787
H -4.92 -0.15 -1.00 0.3303
H -4.92 -1.63 0.87 0.2635
H -2.29 3.12 2.59 0.2234
H 1.60 4.31 3.32 0.1837
H 1.31 2.48 4.87 0.1547
H 2.78 -0.09 2.00 0.3100
H 2.76 1.50 3.01 0.3505
H 4.24 0.65 -0.01 0.3635
Br 2.47 -2.14 -4.45 -0.1389
C 0.88 -1.28 -5.19 -0.5970
C 0.77 0.15 -4.73 -0.6288
Br 0.14 0.26 -2.89 0.0097
H 0.02 -1.89 -4.91 0.3643
H 1.02 -1.33 -6.28 0.3788
H 0.03 0.69 -5.32 0.3518
H 1.72 0.70 -4.77 0.3976
```

Summary:
M: 475.2 g/mol
charge: +1

Orbital gap / hartree: 0.3140; 0.3369; 0.2953; 0.3355; 0.3370; 0.3429; 0.1746; 0.2497